Entry 1:
{
  "formula": "C19H20N9O4STi",
  "method": "ωB97M-V/def2-TZVPD",
  "e_above_lowest_kj_mol": 237.17,
  "gap_ev": 6.103,
  "lumo_energy_ha": -0.405,
  "charge": 3,
  "species": ["Ti", "S", "O", "O", "O", "O", "N", "N", "N", "N", "N", "N", "N", "N", "N", "C", "C", "C", "C", "C", "C", "C", "C", "C", "C", "C", "C", "C", "C", "C", "C", "C", "C", "C", "H", "H", "H", "H", "H", "H", "H", "H", "H", "H", "H", "H", "H", "H", "H", "H", "H", "H", "H", "H"],
  "xyz": [[-1.49, 0.30, -0.88], [-0.53, -0.72, -2.61], [-2.55, 0.98, -2.38], [-4.20, 2.37, -2.26], [6.49, 1.68, -0.83], [6.33, -0.18, 0.36], [-3.17, 1.97, -1.84], [0.18, 0.65, 0.22], [-0.89, 3.45, 1.16], [-0.17, -2.08, -0.38], [-2.19, 3.92, 0.94], [-2.64, -0.91, 0.10], [-4.15, 4.01, -0.20], [-2.48, 2.36, -0.75], [1.12, -2.76, -2.27], [5.81, 0.78, -0.12], [1.68, -3.77, -1.56], [2.34, 0.47, 1.29], [0.39, -3.08, 0.33], [-2.98, 3.43, -0.01], [-3.61, -1.36, 2.60], [1.57, 0.81, 0.17], [-4.14, -2.04, 1.52], [0.27, -2.02, -1.63], [2.67, -4.63, -2.25], [-2.54, -0.48, 2.42], [1.31, -3.94, -0.22], [-0.64, 0.47, 1.16], [-3.64, -1.78, 0.25], [2.14, 1.24, -1.02], [-2.06, -0.27, 1.14], [3.71, 0.51, 1.18], [3.53, 1.31, -1.10], [4.31, 0.93, -0.02], [-4.78, 3.72, -0.93], [-4.02, -2.24, -0.65], [1.74, -4.74, 0.37], [3.59, -4.06, -2.42], [-2.09, 0.00, 3.28], [3.99, 1.62, -2.03], [-0.44, 0.55, 2.22], [5.98, 2.47, -1.04], [-2.50, 4.75, 1.43], [-4.41, 4.83, 0.34], [1.88, 0.12, 2.20], [-0.71, 3.49, 2.16], [-0.23, 4.09, 0.71], [0.07, -3.18, 1.37], [2.29, -4.91, -3.23], [4.35, 0.19, 1.99], [-4.95, -2.75, 1.65], [1.53, 1.50, -1.87], [2.91, -5.52, -1.68], [-4.00, -1.53, 3.60]]
}

***

Entry 2:
{
  "formula": "C19H21AuClF4N2",
  "method": "ωB97M-V/def2-TZVPD",
  "spin_multiplicity": 3,
  "gap_ev": [8.805, 6.714],
  "lumo_energy_ha": [-0.076, -0.199],
  "charge": 1,
  "s_squared": 2.078,
  "species": ["Au", "Cl", "F", "F", "F", "F", "N", "N", "C", "C", "C", "C", "C", "C", "C", "C", "C", "C", "C", "C", "C", "C", "C", "C", "C", "C", "C", "H", "H", "H", "H", "H", "H", "H", "H", "H", "H", "H", "H", "H", "H", "H", "H", "H", "H", "H", "H", "H"],
  "xyz": [[0.01, 0.33, 0.36], [-2.63, -1.11, 2.05], [1.50, -4.43, -1.14], [3.25, -5.81, 0.26], [2.71, -0.52, 1.31], [4.44, -1.97, 2.70], [1.08, -1.61, -0.55], [-0.41, 0.36, -1.86], [0.02, 0.44, 2.44], [3.70, -2.57, 1.77], [3.10, -4.51, 0.53], [3.87, -3.92, 1.52], [-1.84, 2.39, -1.28], [-1.17, 2.60, 2.62], [1.96, -2.40, 0.06], [-3.64, 1.35, 2.33], [-1.59, 1.21, -2.21], [-0.76, -1.06, -2.11], [-2.49, 0.60, 2.29], [2.79, -1.82, 1.07], [-3.56, 2.73, 2.51], [-1.21, 1.20, 2.46], [1.23, 2.16, -2.47], [0.32, -2.07, -1.70], [-2.33, 3.35, 2.66], [2.19, -3.79, -0.20], [0.79, 0.72, -2.65], [0.48, 2.87, -2.83], [-4.47, 3.31, 2.54], [-1.68, -1.27, -1.57], [0.90, 1.00, 2.74], [-2.47, 0.57, -2.19], [4.59, -4.50, 2.08], [0.00, -0.59, 2.80], [-0.21, 3.08, 2.74], [1.00, -2.28, -2.53], [-2.70, 2.95, -1.64], [1.60, 0.07, -2.33], [-0.97, -1.21, -3.18], [-2.07, 2.04, -0.27], [0.59, 0.51, -3.70], [2.14, 2.33, -3.05], [-0.19, -3.01, -1.48], [-2.27, 4.42, 2.81], [-4.60, 0.86, 2.21], [-1.47, 1.55, -3.24], [-0.99, 3.07, -1.23], [1.44, 2.39, -1.43]]
}

***

Entry 3:
{
  "formula": "C19H21BrClF6GaIN5O6S3",
  "method": "ωB97M-V/def2-TZVPD",
  "gap_ev": 8.528,
  "lumo_energy_ha": -0.196,
  "charge": 2,
  "species": ["I", "Br", "Ga", "Cl", "S", "S", "S", "F", "F", "F", "F", "F", "F", "O", "O", "O", "O", "O", "O", "N", "N", "N", "N", "N", "C", "C", "C", "C", "C", "C", "C", "C", "C", "C", "C", "C", "C", "C", "C", "C", "C", "C", "C", "H", "H", "H", "H", "H", "H", "H", "H", "H", "H", "H", "H", "H", "H", "H", "H", "H", "H", "H", "H", "H"],
  "xyz": [[1.61, -2.79, 0.83], [3.11, -1.89, -2.22], [-0.18, -0.19, 0.48], [-2.74, -1.99, 5.05], [-0.55, -0.64, -1.72], [-1.34, 2.88, 3.21], [-1.89, 2.23, 0.63], [-1.65, 2.82, -1.87], [-1.41, 4.51, -0.55], [-3.55, 3.45, 4.46], [-1.72, 3.99, 5.49], [-3.38, 3.70, -0.90], [-2.41, 5.18, 3.82], [-0.44, 1.82, 0.54], [-0.03, 3.50, 3.13], [-1.39, 1.54, 3.71], [1.95, 0.69, 0.44], [-2.73, 1.10, 0.36], [0.81, 0.13, 2.21], [1.24, 1.33, -2.29], [2.03, 1.76, 3.86], [-2.17, 3.09, 1.86], [0.10, 0.35, -4.02], [-1.56, -1.31, 1.36], [-2.69, -1.99, 3.34], [-2.35, 3.97, 4.32], [-3.66, -2.63, 2.59], [1.80, 0.73, 1.66], [-1.65, -1.34, 2.70], [-2.51, -1.92, 0.62], [-2.11, 3.42, -0.77], [1.64, -5.64, -3.10], [-3.56, -2.59, 1.21], [1.63, -3.97, -0.90], [2.14, 1.57, -4.55], [2.24, -3.56, -2.07], [2.25, -4.40, -3.18], [0.78, 1.14, -5.06], [2.72, 1.50, 2.57], [1.98, 2.23, -3.19], [1.03, -6.05, -1.92], [1.02, -5.22, -0.82], [0.37, 0.45, -2.73], [0.86, 0.51, -5.95], [2.60, 2.26, -5.25], [-4.48, -3.14, 3.08], [2.79, 0.70, -4.46], [0.56, -7.03, -1.86], [1.17, 2.36, 3.70], [1.49, 1.32, -1.31], [2.64, 2.23, 4.53], [2.74, -4.08, -4.09], [1.43, 3.17, -3.28], [3.64, 0.93, 2.75], [2.94, 2.44, -2.73], [-4.30, -3.08, 0.58], [-0.60, -0.32, -4.30], [0.56, -5.54, 0.10], [1.65, -6.29, -3.96], [1.70, 0.89, 4.28], [-2.42, -1.86, -0.45], [0.16, 2.00, -5.31], [2.98, 2.45, 2.10], [-0.89, -0.83, 3.27]]
}

***

Entry 4:
{
  "formula": "C19H21BrF3N3O3S",
  "method": "ωB97M-V/def2-TZVPD",
  "gap_ev": 1.504,
  "lumo_energy_ha": -0.126,
  "species": ["Br", "S", "F", "F", "F", "O", "O", "O", "N", "N", "N", "C", "C", "C", "C", "C", "C", "C", "C", "C", "C", "C", "C", "C", "C", "C", "C", "C", "C", "C", "H", "H", "H", "H", "H", "H", "H", "H", "H", "H", "H", "H", "H", "H", "H", "H", "H", "H", "H", "H", "H"],
  "xyz": [[2.80, -0.15, 1.93], [-6.44, -1.26, -2.67], [7.75, 5.89, 4.23], [5.68, 5.29, 4.03], [7.12, 3.93, 4.92], [6.12, 3.58, 1.89], [8.36, 3.60, 2.41], [-7.55, -3.45, -1.14], [-0.87, -2.77, -3.60], [-8.90, -1.69, -1.64], [-9.60, -2.59, -0.92], [1.02, -1.90, -1.63], [-1.37, -2.06, -2.51], [6.96, 4.83, 3.92], [-0.43, -1.59, -1.48], [-0.91, -0.83, -0.29], [-2.39, -0.46, 0.04], [1.58, -0.74, 0.52], [5.06, 2.19, 3.61], [-3.02, 0.68, -0.88], [0.47, -3.09, -3.78], [-5.13, -0.85, -1.43], [7.26, 4.30, 2.48], [5.86, 2.26, 2.32], [-4.06, 0.18, -1.96], [-7.65, -2.23, -1.76], [2.06, -1.48, -0.65], [1.47, -2.70, -2.81], [0.13, -0.42, 0.67], [-8.82, -3.65, -0.57], [-3.54, -0.17, -2.90], [-3.53, 1.41, -0.18], [-4.57, -1.82, -1.24], [-1.53, -3.07, -4.32], [4.58, 1.20, 3.71], [-2.21, 1.28, -1.38], [-9.18, -4.51, 0.03], [7.22, 5.24, 1.89], [-0.20, 0.15, 1.57], [0.78, -3.69, -4.68], [-2.97, -1.41, 0.08], [-5.56, -0.55, -0.43], [5.25, 1.82, 1.53], [2.53, -3.00, -2.98], [-2.39, -0.05, 1.09], [6.77, 1.65, 2.38], [-4.64, 1.10, -2.29], [3.14, -1.73, -0.76], [5.69, 2.32, 4.49], [-2.48, -1.91, -2.49], [4.28, 2.96, 3.64]]
}

***

Entry 5:
{
  "formula": "C19H21F2",
  "method": "ωB97M-V/def2-TZVPD",
  "e_above_lowest_kj_mol": 23.96,
  "gap_ev": 5.444,
  "lumo_energy_ha": -0.220,
  "charge": 1,
  "species": ["F", "F", "C", "C", "C", "C", "C", "C", "C", "C", "C", "C", "C", "C", "C", "C", "C", "C", "C", "C", "C", "H", "H", "H", "H", "H", "H", "H", "H", "H", "H", "H", "H", "H", "H", "H", "H", "H", "H", "H", "H", "H"],
  "xyz": [[1.23, -4.71, -1.77], [-3.95, -3.59, 1.72], [1.62, 4.67, -1.08], [1.23, 3.49, 1.07], [-1.77, -0.83, 0.63], [0.30, -2.71, -0.89], [-3.66, 0.01, 1.96], [1.28, -3.34, -1.64], [-2.51, 0.23, 1.24], [-4.17, -1.28, 2.13], [3.32, -3.46, -3.05], [2.37, -1.29, -2.15], [-0.61, -0.46, -0.09], [0.33, -1.28, -0.78], [2.32, -2.69, -2.28], [3.46, 4.58, 0.76], [2.06, 4.21, 0.29], [-5.41, -1.57, 2.89], [-2.29, -2.15, 0.82], [-3.45, -2.32, 1.55], [1.41, -0.61, -1.43], [4.05, -2.77, -3.48], [-0.43, 0.61, -0.18], [1.45, 0.47, -1.34], [-1.81, -3.02, 0.39], [3.19, -0.75, -2.63], [4.00, 5.14, -0.02], [-2.13, 1.24, 1.10], [-0.46, -3.30, -0.41], [2.87, -4.03, -3.87], [3.44, 5.20, 1.67], [3.87, -4.18, -2.42], [2.42, 5.22, -1.59], [-5.83, -0.63, 3.24], [-6.17, -2.07, 2.28], [4.04, 3.68, 1.00], [1.33, 3.82, -1.70], [0.21, 3.28, 0.77], [1.54, 3.21, 2.08], [-4.20, 0.85, 2.41], [-5.23, -2.21, 3.77], [0.74, 5.34, -1.02]]
}

***

F_max values, unit Eh/bohr, following the record order: 0.051; 0.010; 0.011; 0.084; 0.029.
Calculated total energy values, unit a.u., following the record order: -2776.3889; -1841.1461; -8511.9132; -4398.1200; -936.0341.